No. 1
# C10H16O

A cluster of 2 separate species, C10H16O in total (ωB97M-V/def2-TZVPD, OMol25).

E = -12674.8951 eV
Maximum force = 6.55 eV/Å
Lowest unoccupied orbital energy = 0.781 eV
Orbital gap = 9.14 eV
ΔE to the lowest compared entry with this formula, charge and spin = 65.3 kcal/mol
E_HOMO = -8.36 eV
SMILES string = CCc1ccc(O)cc1.CC

Cartesian coordinates (Å):
C (1.14623, -2.16015, -1.01661)
C (0.37517, -3.34755, -1.65731)
C (0.71348, -1.70413, 0.29775)
C (1.07543, -2.35740, 1.46427)
C (-0.21731, -0.67122, 0.26560)
C (0.69381, -1.75202, 2.67328)
C (-0.77672, -0.13152, 1.44527)
C (-0.22778, -0.70660, 2.63338)
O (-0.83910, -0.42928, 3.82266)
H (2.23902, -2.35261, -1.01565)
H (0.98534, -1.29763, -1.81342)
H (-0.33746, -3.09264, -2.38963)
H (1.52271, -3.32774, 1.35160)
H (-0.59997, -0.35322, -0.75849)
H (0.99798, -2.37613, 3.44530)
H (-1.63909, 0.55435, 1.41977)
H (-1.10238, 0.53717, 3.64890)
H (-0.15749, -3.92689, -0.87267)
H (0.93399, -4.02256, -2.38504)
C (-1.13975, 4.01667, -1.86267)
C (0.01487, 4.19150, -0.78793)
H (-1.97060, 4.62301, -1.46139)
H (-0.89744, 4.58742, -2.72082)
H (-1.40213, 3.01390, -2.06564)
H (-0.44683, 4.19666, 0.19916)
H (0.48467, 5.02204, -1.00801)
H (0.57137, 3.26657, -0.85163)

No. 2
# C3H8NO2

The ion C3H8NO2 with charge -1 (ωB97M-V/def2-TZVPD, OMol25).

E = -8823.8952 eV
Maximum force = 4.73 eV/Å
Net charge = -1
Lowest unoccupied orbital energy = 4.119 eV
Orbital gap = 6.85 eV
ΔE to the lowest compared entry with this formula, charge and spin = 89.9 kcal/mol
E_HOMO = -2.73 eV
SMILES string = N[C@H](C[O-])CO

Cartesian coordinates (Å):
C (-1.37032, -0.43950, 0.84348)
O (-1.83890, 0.76215, 1.11917)
C (0.11293, -0.20994, 0.47043)
C (0.27739, 1.18118, -0.23510)
O (1.66143, 1.46521, -0.62042)
N (0.81941, -1.19871, -0.51041)
H (-1.19242, -1.18213, 1.74808)
H (-1.71847, -0.96928, -0.23308)
H (0.90859, -0.23549, 1.11943)
H (0.01267, 1.99228, 0.42165)
H (-0.42877, 1.16412, -1.08594)
H (2.00310, 0.63648, -1.05804)
H (0.64846, -0.95575, -1.45797)
H (0.10489, -2.01061, -0.52128)

No. 3
# CH2IN2PS

The molecule CH2IN2PS (ωB97M-V/def2-TZVPD, OMol25).

E = -32271.0643 eV
Maximum force = 1.76 eV/Å
Lowest unoccupied orbital energy = -0.920 eV
Orbital gap = 7.89 eV
ΔE to the lowest compared entry with this formula, charge and spin = 62.7 kcal/mol
E_HOMO = -8.81 eV
SMILES string = P/N=N\C(=S)I

Cartesian coordinates (Å):
C (-1.34278, -0.75047, 0.02844)
N (-0.44863, -0.25772, 0.99087)
N (0.59151, 0.35729, 1.00269)
P (1.44125, 1.16728, -0.18103)
S (-1.38796, -2.28168, -0.45554)
I (-2.84514, 0.75972, -0.37663)
H (1.33645, 0.33003, -1.30126)
H (2.65529, 0.67555, 0.29247)

No. 4
# C33H37AuClN4

A structure of composition C33H37AuClN4 (ωB97M-V/def2-TZVPD, OMol25).

⟨S²⟩ = 2.04
E = -56995.4905 eV
Multiplicity = 3
Maximum force = 3.01 eV/Å
Net charge = -1
Lowest unoccupied orbital energy (alpha / beta) = 2.714 / 1.589 eV
Orbital gap (alpha / beta) = 3.39 / 6.11 eV
ΔE to the lowest compared entry with this formula, charge and spin = 0.0 kcal/mol
E_HOMO (alpha / beta) = -0.68 / -4.53 eV

Cartesian coordinates (Å):
Au (0.39614, 0.23813, 0.61164)
N (-0.99839, -2.58313, 1.88785)
N (2.83086, -2.92303, -0.35560)
C (0.40293, 2.34307, 1.28248)
C (1.80733, 1.91128, 1.41306)
C (1.98153, 1.39143, 2.73513)
C (3.24876, 0.88918, 3.31139)
H (4.08132, 1.02644, 2.61173)
H (3.18943, -0.18579, 3.55102)
H (3.49475, 1.41884, 4.24592)
C (0.74653, 1.48552, 3.41841)
C (0.49505, 1.02863, 4.80605)
H (0.37172, 1.86668, 5.50652)
H (1.32419, 0.40520, 5.16160)
H (-0.42222, 0.42414, 4.84548)
C (-0.19455, 2.12782, 2.59434)
C (-1.53325, 2.56592, 3.02484)
H (-2.06079, 1.74270, 3.53276)
H (-2.13783, 2.88410, 2.16976)
H (-1.48731, 3.41127, 3.73429)
C (2.91434, 2.26247, 0.49641)
H (3.59538, 3.00952, 0.93890)
H (2.53629, 2.66442, -0.44925)
H (3.51430, 1.36836, 0.27100)
C (-0.07632, 3.29952, 0.25650)
H (-1.17180, 3.28959, 0.19723)
H (0.31234, 3.01691, -0.72990)
H (0.23466, 4.33818, 0.46141)
C (-1.92135, -3.50261, 2.18419)
H (-2.64227, -3.24496, 2.96688)
C (-2.01247, -4.73968, 1.52120)
H (-2.81286, -5.42448, 1.79734)
C (-1.07854, -5.02741, 0.52377)
H (-1.10816, -5.95054, -0.05236)
C (-0.07276, -4.09599, 0.26575)
H (0.73766, -4.28306, -0.43261)
C (-0.09053, -2.86153, 0.94491)
C (0.92601, -1.80563, 0.62913)
H (1.54076, -1.62583, 1.53744)
C (1.84083, -2.06320, -0.49983)
C (3.67614, -2.77267, -1.43109)
H (4.60210, -3.31736, -1.55192)
C (3.15182, -1.84248, -2.28978)
H (3.52378, -1.46538, -3.23043)
N (1.98220, -1.37303, -1.71099)
C (1.11303, -0.42643, -2.33870)
C (1.69852, 0.69743, -2.95564)
C (0.88332, 1.53934, -3.72530)
H (1.32801, 2.42329, -4.19383)
C (-0.47222, 1.28042, -3.92632)
C (-1.33464, 2.16260, -4.77489)
H (-2.27642, 2.40176, -4.26745)
H (-1.59681, 1.67467, -5.72189)
H (-0.81313, 3.09156, -5.01185)
C (-1.01935, 0.14141, -3.33657)
H (-2.07825, -0.09153, -3.49359)
C (-0.24281, -0.73684, -2.57870)
C (-0.90307, -1.96750, -2.04444)
H (-0.34453, -2.89001, -2.24826)
H (-1.89974, -2.07200, -2.49636)
H (-1.07240, -1.86147, -0.96822)
C (3.14344, 1.06313, -2.83731)
H (3.70619, 0.75746, -3.73213)
H (3.63794, 0.65448, -1.95369)
H (3.23624, 2.15546, -2.78355)
Cl (-4.70482, 1.36071, -2.24646)
C (-4.15202, 0.63735, -0.79843)
C (-5.00938, -0.04629, 0.06857)
C (-4.46764, -0.62317, 1.21561)
C (-3.08481, -0.51656, 1.42476)
N (-2.27749, 0.08067, 0.56293)
C (-2.78662, 0.71926, -0.49614)
H (-6.06587, -0.11149, -0.17167)
H (-5.05611, -1.16325, 1.95213)
H (-2.61320, -0.94560, 2.31218)
H (-2.11312, 1.28958, -1.13733)

No. 5
# C5H7NO

The molecule C5H7NO (ωB97M-V/def2-TZVPD, OMol25).

E = -8830.0162 eV
Maximum force = 1.38 eV/Å
Lowest unoccupied orbital energy = 0.420 eV
Orbital gap = 8.67 eV
ΔE to the lowest compared entry with this formula, charge and spin = 142.7 kcal/mol
E_HOMO = -8.25 eV

Cartesian coordinates (Å):
O (1.97228, -2.59812, 1.17793)
C (0.66472, -2.49768, 0.65395)
C (0.38062, -1.18814, 0.04365)
C (0.20127, -0.13461, -0.51730)
C (-0.07204, 1.15208, -1.15739)
C (-1.24673, 2.48898, 0.07578)
N (0.06704, 2.23861, -0.16066)
H (2.59011, -2.41471, 0.45882)
H (0.46625, -3.27745, -0.09720)
H (-0.01261, -2.67915, 1.49352)
H (0.46353, 1.31704, -2.08646)
H (-1.44410, 2.23039, 1.12642)
H (-1.15074, 1.21493, -1.37166)
H (0.68458, 1.97818, 0.61303)

No. 6
# C35H59N7O5S3

A cluster of 6 separate species, C35H59N7O5S3 in total (ωB97M-V/def2-TZVPD, OMol25).

E = -90427.3489 eV
Maximum force = 1.86 eV/Å
Lowest unoccupied orbital energy = -0.154 eV
Orbital gap = 7.53 eV
ΔE to the lowest compared entry with this formula, charge and spin = 11.9 kcal/mol
E_HOMO = -7.68 eV
SMILES string = CCN(CC)C(=S)SCCCc1ccc2c(c1)Sc1ccccc1N2.CNC(C)=O.CNC(C)=O.CNC(C)=O.CNC(C)=O.CNC(C)=O

Cartesian coordinates (Å):
C (6.93543, -1.58772, 3.78388)
C (7.09142, -0.35654, 2.85879)
N (5.79174, 0.04542, 2.24072)
C (5.64648, -0.40941, 0.84837)
C (5.91088, -1.92168, 0.68819)
C (5.67091, 1.44610, 2.36573)
S (6.21010, 2.56357, 1.32200)
S (4.82727, 1.99198, 3.88722)
C (3.17889, 2.40047, 3.19272)
C (3.13013, 3.80198, 2.55681)
C (1.66681, 4.27557, 2.28737)
C (0.78759, 3.11640, 1.84294)
C (0.74215, 2.63426, 0.54881)
C (-0.09199, 1.60398, 0.19150)
C (-0.91315, 0.99823, 1.11890)
C (-0.84857, 1.47398, 2.41189)
C (-0.01397, 2.50202, 2.78546)
S (-1.89818, 0.76277, 3.67289)
C (-2.27524, -0.83316, 2.95588)
C (-2.68641, -1.82082, 3.82308)
C (-3.01948, -3.05841, 3.32145)
C (-2.88573, -3.26400, 1.96403)
C (-2.47135, -2.27913, 1.10530)
C (-2.15557, -1.02071, 1.59670)
N (-1.77643, -0.03238, 0.64566)
H (7.71726, -2.32198, 3.55888)
H (5.97374, -2.07081, 3.58761)
H (6.94007, -1.31951, 4.84358)
H (7.40567, 0.47709, 3.49598)
H (7.82321, -0.52783, 2.06103)
H (4.58882, -0.26970, 0.58845)
H (6.32502, 0.10071, 0.15110)
H (6.97805, -2.12568, 0.83664)
H (5.70497, -2.16081, -0.36077)
H (5.28631, -2.52817, 1.34964)
H (3.01488, 1.67273, 2.38979)
H (2.42872, 2.26569, 3.97442)
H (3.60189, 4.51968, 3.23628)
H (3.64306, 3.80043, 1.59084)
H (1.64037, 5.04785, 1.50887)
H (1.23463, 4.70641, 3.19818)
H (1.38407, 3.12421, -0.18392)
H (-0.07165, 1.29417, -0.85057)
H (0.00446, 2.82309, 3.82509)
H (-2.76402, -1.59242, 4.88312)
H (-3.37412, -3.82941, 3.99859)
H (-3.11711, -4.24457, 1.55031)
H (-2.40365, -2.52136, 0.04875)
H (-2.57951, 0.33807, 0.14350)
C (-5.16343, 1.15670, 2.81792)
C (-5.60133, 1.96070, 1.62028)
O (-5.19799, 1.70401, 0.49032)
N (-6.46059, 2.98668, 1.82499)
C (-7.04374, 3.44170, 3.07196)
H (-4.48182, 0.38172, 2.48622)
H (-4.64356, 1.79609, 3.52990)
H (-6.02237, 0.68241, 3.29658)
H (-6.70963, 3.48101, 0.98188)
H (-8.12821, 3.38329, 2.99139)
H (-6.76182, 4.48205, 3.23151)
H (-6.71130, 2.84498, 3.91610)
C (2.71288, -2.89967, -3.66844)
C (3.66801, -2.08566, -2.83788)
O (4.76660, -2.50800, -2.49948)
N (3.27319, -0.84009, -2.45998)
C (2.02227, -0.16624, -2.75537)
H (3.16325, -3.86442, -3.88862)
H (1.78645, -3.06733, -3.11615)
H (2.50118, -2.39314, -4.61225)
H (3.95959, -0.35085, -1.90595)
H (2.23275, 0.75873, -3.29594)
H (1.52158, 0.08382, -1.81763)
H (1.36663, -0.78832, -3.35579)
C (0.72999, -7.20754, -1.25655)
C (1.86887, -6.34993, -1.75514)
O (2.41644, -6.56039, -2.82516)
N (2.27358, -5.31920, -0.96612)
C (1.75080, -4.91363, 0.32521)
H (0.52549, -7.98052, -1.99158)
H (0.99778, -7.68591, -0.31340)
H (-0.17046, -6.60596, -1.12404)
H (3.03832, -4.78889, -1.35971)
H (1.39321, -3.88396, 0.25992)
H (2.55258, -4.95558, 1.06465)
H (0.93582, -5.55405, 0.64596)
C (4.01611, -0.87693, -6.87602)
C (3.15239, -1.90998, -7.56026)
O (2.04817, -2.21538, -7.13654)
N (3.64501, -2.50233, -8.67878)
C (4.92201, -2.27618, -9.32915)
H (3.48877, -0.49827, -6.00455)
H (4.95560, -1.32310, -6.54653)
H (4.21791, -0.04278, -7.54932)
H (3.01763, -3.18046, -9.08201)
H (4.74771, -1.94301, -10.35382)
H (5.47988, -3.21363, -9.35754)
H (5.50901, -1.52844, -8.80664)
C (-10.96974, 6.36887, 1.99120)
C (-9.97319, 5.51984, 1.24120)
O (-8.80494, 5.43238, 1.59072)
N (-10.41506, 4.84381, 0.14959)
C (-11.75162, 4.82151, -0.41553)
H (-10.46749, 6.84068, 2.83065)
H (-11.37011, 7.14872, 1.34229)
H (-11.78351, 5.75181, 2.37437)
H (-9.69787, 4.29801, -0.30230)
H (-12.12077, 3.79467, -0.42001)
H (-11.71058, 5.18163, -1.44473)
H (-12.43528, 5.44328, 0.15243)